(1)
Computed, not measured: C5H8EuLiO3 as an isolated structure, with ωB97M-V/def2-TZVPD.

Calculated values
- energy relative to the best compared isomer or geometry (same formula, charge and spin) (kJ/mol) = 0.0
- LUMO (alpha / beta) (eV) = -8.1 / -8.5
- electronic energy (Eh) = -1138.29040
- frontier orbital gap (alpha / beta) (eV) = 8.266 / 8.763
- total charge = +2
- spin multiplicity = 9

Atoms and positions in Å:
C: 0.75287 1.51449 -3.01588
C: 1.25523 2.67864 -2.56118
H: 1.42772 0.67912 -3.24191
H: -0.29478 1.46817 -3.35263
H: 1.40022 3.71008 -2.89430
Eu: 2.05740 2.40402 -0.12698
O: -0.20731 -1.39636 0.73261
Li: 0.07826 -3.47055 0.06033
O: 1.17323 -2.10930 -0.76449
C: 0.76960 -1.11736 -0.14877
O: 1.07751 0.09188 -0.35014
C: -0.68923 -0.39173 1.64669
C: -1.76621 -1.00609 2.50559
H: 0.15744 -0.05435 2.25980
H: -1.08200 0.44749 1.05688
H: -1.35587 -1.80446 3.13760
H: -2.17463 -0.22894 3.16507
H: -2.57945 -1.41474 1.89174

=====

(2)
Computed, not measured: an isolated ion of composition C8H19BNO2 and charge -1, with ωB97M-V/def2-TZVPD.

Calculated values
- energy relative to the best compared isomer or geometry (same formula, charge and spin) (kJ/mol) = 5.4
- LUMO (eV) = 3.6
- electronic energy (Eh) = -546.33157
- frontier orbital gap (eV) = 8.360
- total charge = -1

Atoms and positions in Å:
C: 0.40240 -0.42932 2.66507
C: 0.33618 1.08191 2.91570
C: -0.68439 1.81423 2.06073
O: -0.64509 3.03917 1.95647
O: -1.60945 1.02718 1.50161
C: -2.12905 1.44439 0.21868
C: -1.39049 0.83435 -0.95804
B: -1.65135 -0.78838 -1.23348
C: -0.34065 -1.77393 -1.05851
C: 0.89954 -1.35797 -1.87029
C: 1.95738 -0.60217 -1.09122
N: 3.02049 -0.00383 -1.92287
H: 1.39182 -0.82620 2.87607
H: 0.20071 -0.62589 1.61728
H: -0.34283 -0.97817 3.23075
H: 1.29247 1.52349 2.65861
H: 0.10477 1.25950 3.96174
H: -2.15818 2.52999 0.15575
H: -3.15873 1.09600 0.19023
H: -1.77197 1.38553 -1.82240
H: -0.33358 1.11962 -0.87675
H: -2.08523 -0.95414 -2.37651
H: -2.53615 -1.15212 -0.44874
H: -0.64271 -2.75480 -1.43648
H: -0.06641 -1.95165 -0.01433
H: 0.60632 -0.80560 -2.76415
H: 1.39389 -2.26771 -2.23664
H: 2.45164 -1.26583 -0.38207
H: 1.53531 0.21058 -0.50430
H: 3.28277 -0.65890 -2.64561
H: 2.67058 0.83065 -2.36629

=====

Question: Which formula does entry 2 have?
Answer: C8H19BNO2